1.
16
Properties=species:S:1:pos:R:3:forces:R:3:nbo_charge:R:1 method="wB97M-V/def2-TZVPD" smiles=C[C@H]1CC[C@H]1O energy_ha=-271.71872 lumo_energy_ev=0.95 multiplicity=1 relative_energy_kcal_mol=21.3
C 1.479 -0.908 -0.105 0.043 -0.029 -0.040 -0.608
C 0.395 -0.158 0.650 0.108 -0.058 0.088 -0.242
C 0.292 1.353 0.317 0.127 0.136 0.044 -0.402
C -1.055 1.103 -0.401 -0.133 0.066 -0.106 -0.424
C -1.050 -0.348 0.096 -0.087 0.198 0.251 0.102
O -1.230 -1.264 -0.960 -0.004 -0.295 0.067 -0.713
H 1.391 -1.992 0.036 0.019 0.146 -0.025 0.203
H 1.419 -0.707 -1.180 0.012 -0.027 0.136 0.214
H 2.471 -0.606 0.248 -0.141 -0.021 -0.050 0.211
H 0.476 -0.367 1.723 -0.028 0.007 -0.156 0.198
H 0.213 2.000 1.196 -0.003 -0.108 -0.114 0.205
H 1.098 1.734 -0.317 -0.111 -0.041 0.094 0.204
H -1.902 1.717 -0.084 0.120 -0.095 -0.068 0.208
H -0.987 1.131 -1.492 0.027 0.020 0.130 0.219
H -1.781 -0.531 0.897 0.100 0.007 -0.120 0.158
H -1.155 -2.156 -0.599 -0.050 0.094 -0.130 0.467


2.
16
Properties=species:S:1:pos:R:3:forces:R:3:nbo_charge:R:1 method="wB97M-V/def2-TZVPD" smiles=OC1CCCC1 energy_ha=-271.74784 lumo_energy_ev=1.03 multiplicity=1 relative_energy_kcal_mol=3.0
O -2.048 0.125 0.601 -0.237 -0.290 -0.047 -0.723
C -1.044 0.207 -0.406 0.309 0.040 -0.228 0.094
C -0.210 -1.086 -0.488 -0.005 -0.045 -0.045 -0.427
C 0.963 -0.848 0.466 -0.019 -0.024 0.039 -0.405
C 1.324 0.613 0.174 0.035 0.004 -0.018 -0.400
C -0.047 1.302 0.038 -0.018 0.034 -0.006 -0.428
H -2.610 -0.634 0.390 0.082 0.245 0.100 0.464
H -1.507 0.443 -1.377 0.048 -0.029 0.213 0.161
H -0.813 -1.969 -0.241 0.096 0.126 -0.046 0.206
H 0.170 -1.223 -1.510 -0.076 0.060 0.132 0.202
H 1.794 -1.545 0.312 -0.140 0.127 0.050 0.210
H 0.615 -0.946 1.502 0.090 -0.001 -0.118 0.204
H 1.954 1.072 0.944 -0.117 -0.089 -0.124 0.213
H 1.877 0.665 -0.775 -0.102 0.013 0.152 0.193
H -0.396 1.664 1.011 0.078 -0.026 -0.125 0.225
H -0.024 2.159 -0.642 -0.024 -0.145 0.070 0.212


3.
16
Properties=species:S:1:pos:R:3:forces:R:3:nbo_charge:R:1 method="wB97M-V/def2-TZVPD" smiles=CC[C@@]1(C)CO1 energy_ha=-271.66568 lumo_energy_ev=1.08 multiplicity=1 relative_energy_kcal_mol=54.6
C -0.800 -0.769 -1.677 -0.307 0.075 -0.112 -0.611
C -0.094 -1.165 -0.406 -0.826 0.431 0.369 -0.385
C 0.151 0.139 0.505 1.361 -0.622 -1.088 0.194
C -0.277 1.634 0.353 0.001 -0.449 -0.314 -0.642
C 0.938 -0.105 1.717 0.235 -0.160 0.457 -0.117
O 1.596 -0.007 0.481 1.407 1.042 0.462 -0.515
H -0.236 0.043 -2.155 -0.228 -0.162 0.017 0.205
H -1.797 -0.408 -1.422 -0.125 0.052 -0.375 0.200
H -0.866 -1.594 -2.394 -0.107 0.099 0.153 0.213
H 0.868 -1.645 -0.710 -0.524 0.859 0.690 0.227
H -0.595 -1.939 0.178 -0.495 0.098 -0.143 0.200
H -0.687 1.892 -0.627 0.094 -0.171 0.000 0.217
H -0.985 2.029 1.105 0.173 -0.727 -0.207 0.218
H 0.648 2.217 0.493 -0.250 -0.275 -0.147 0.234
H 0.871 -1.058 2.239 0.278 -0.094 -0.242 0.178
H 1.266 0.737 2.319 -0.686 0.001 0.480 0.185


What did the second record say?
16
Properties=species:S:1:pos:R:3:forces:R:3:nbo_charge:R:1 method="wB97M-V/def2-TZVPD" smiles=OC1CCCC1 energy_ha=-271.74784 lumo_energy_ev=1.03 multiplicity=1 relative_energy_kcal_mol=3.0
O -2.048 0.125 0.601 -0.237 -0.290 -0.047 -0.723
C -1.044 0.207 -0.406 0.309 0.040 -0.228 0.094
C -0.210 -1.086 -0.488 -0.005 -0.045 -0.045 -0.427
C 0.963 -0.848 0.466 -0.019 -0.024 0.039 -0.405
C 1.324 0.613 0.174 0.035 0.004 -0.018 -0.400
C -0.047 1.302 0.038 -0.018 0.034 -0.006 -0.428
H -2.610 -0.634 0.390 0.082 0.245 0.100 0.464
H -1.507 0.443 -1.377 0.048 -0.029 0.213 0.161
H -0.813 -1.969 -0.241 0.096 0.126 -0.046 0.206
H 0.170 -1.223 -1.510 -0.076 0.060 0.132 0.202
H 1.794 -1.545 0.312 -0.140 0.127 0.050 0.210
H 0.615 -0.946 1.502 0.090 -0.001 -0.118 0.204
H 1.954 1.072 0.944 -0.117 -0.089 -0.124 0.213
H 1.877 0.665 -0.775 -0.102 0.013 0.152 0.193
H -0.396 1.664 1.011 0.078 -0.026 -0.125 0.225
H -0.024 2.159 -0.642 -0.024 -0.145 0.070 0.212


Copy entry 3 word for word.
16
Properties=species:S:1:pos:R:3:forces:R:3:nbo_charge:R:1 method="wB97M-V/def2-TZVPD" smiles=CC[C@@]1(C)CO1 energy_ha=-271.66568 lumo_energy_ev=1.08 multiplicity=1 relative_energy_kcal_mol=54.6
C -0.800 -0.769 -1.677 -0.307 0.075 -0.112 -0.611
C -0.094 -1.165 -0.406 -0.826 0.431 0.369 -0.385
C 0.151 0.139 0.505 1.361 -0.622 -1.088 0.194
C -0.277 1.634 0.353 0.001 -0.449 -0.314 -0.642
C 0.938 -0.105 1.717 0.235 -0.160 0.457 -0.117
O 1.596 -0.007 0.481 1.407 1.042 0.462 -0.515
H -0.236 0.043 -2.155 -0.228 -0.162 0.017 0.205
H -1.797 -0.408 -1.422 -0.125 0.052 -0.375 0.200
H -0.866 -1.594 -2.394 -0.107 0.099 0.153 0.213
H 0.868 -1.645 -0.710 -0.524 0.859 0.690 0.227
H -0.595 -1.939 0.178 -0.495 0.098 -0.143 0.200
H -0.687 1.892 -0.627 0.094 -0.171 0.000 0.217
H -0.985 2.029 1.105 0.173 -0.727 -0.207 0.218
H 0.648 2.217 0.493 -0.250 -0.275 -0.147 0.234
H 0.871 -1.058 2.239 0.278 -0.094 -0.242 0.178
H 1.266 0.737 2.319 -0.686 0.001 0.480 0.185


Q: What is the multiplicity in the first record?
A: 1


Q: Look up the multiplicity of the first one.
A: 1